1.
ORCA calculation (wB97M-V/def2-TZVPD) on a molecular structure, C26H24Cl5CoNOP2 at a distorted geometry.

Summary:
Charge: +1
Multiplicity: 5
Energy relative to the best compared isomer or geometry (same formula, charge and spin), kJ/mol: 0.0
Maximum force, Eh/bohr: 0.07724
HOMO-LUMO gap (spin up / spin down), eV: 6.229 / 6.681

Atoms and positions in Å:
1 C -1.9688 2.1924 -4.6827
2 C -1.9961 1.4536 -3.4818
3 C -0.7101 0.9773 -2.9967
4 C 0.2851 1.9972 -3.0673
5 C 0.1895 3.0251 -4.0328
6 C -0.8619 3.0079 -4.9356
7 C 1.3317 1.8276 -2.1597
8 C 1.9278 0.5353 -2.2322
9 C 1.0438 -0.5389 -2.5904
10 C 1.5155 -1.7765 -3.0691
11 C 2.8956 -1.9640 -3.1296
12 C 3.7818 -1.0018 -2.6104
13 C 3.3063 0.2272 -2.1429
14 H -2.8322 2.2381 -5.3477
15 H 0.9964 3.7570 -4.0772
16 H -0.8237 3.6595 -5.8106
17 H 1.9032 2.6766 -1.7800
18 H 3.2869 -2.8937 -3.5614
19 H 4.8415 -1.2331 -2.5860
20 H 3.9950 0.9742 -1.7432
21 N -0.3490 -0.2479 -2.4539
22 Co -0.5378 -1.4245 -1.1515
23 C -3.0505 1.6818 -2.4633
24 H -3.3625 0.7741 -1.9305
25 H -3.9139 2.2282 -2.8585
26 C 0.5325 -2.9145 -3.3287
27 H -0.3026 -2.6298 -3.9762
28 H 1.0443 -3.7889 -3.7444
29 P -2.2544 2.8362 -1.2439
30 P -0.2648 -3.4014 -1.7230
31 C 0.9587 -4.4199 -0.8797
32 H 0.7378 -4.4114 0.1951
33 H 0.9130 -5.4520 -1.2540
34 H 1.9658 -4.0133 -1.0331
35 C -1.6827 -4.4393 -2.0897
36 H -1.3761 -5.4612 -2.3610
37 H -2.3180 -4.4789 -1.1913
38 H -2.2688 -4.0015 -2.9104
39 C -3.4817 4.0217 -0.6900
40 H -4.4647 3.5285 -0.6815
41 H -3.2293 4.3873 0.3096
42 H -3.5043 4.8746 -1.3908
43 C -1.9249 1.6805 0.1054
44 H -2.0194 2.1820 1.0805
45 H -2.6231 0.8334 0.0327
46 H -0.8983 1.2964 0.0050
47 C 0.6798 -1.1296 0.3970
48 O 1.8087 -1.5625 0.3038
49 H -1.0468 3.5317 -1.6938
50 Cl -1.0449 -2.8598 1.9968
51 C -0.6878 -1.2303 2.4405
52 C 0.1082 -0.4551 1.5825
53 C 0.5014 0.8484 1.9696
54 Cl 1.7088 1.6919 1.0776
55 C -0.1286 1.4579 3.0642
56 Cl 0.0125 3.1495 3.2986
57 C -0.9250 0.6761 3.9370
58 Cl -1.5577 1.3746 5.3541
59 C -1.1490 -0.6970 3.6501
60 Cl -1.9646 -1.6894 4.7755

=====

2.
ORCA calculation (wB97M-V/def2-TZVPD) on a molecular structure, C26H24ClMoN6O8 at a distorted geometry.

Summary:
Charge: +1
Multiplicity: 1
Energy relative to the best compared isomer or geometry (same formula, charge and spin), kJ/mol: 30.5
Maximum force, Eh/bohr: 0.02690
HOMO-LUMO gap, eV: 5.848

Atoms and positions in Å:
1 Mo -0.8884 -0.1638 -0.0737
2 O -3.0071 4.8436 2.8728
3 C -2.5620 3.8149 2.1531
4 C -3.2763 3.2605 1.0847
5 C -2.7124 2.2047 0.4209
6 N -1.5281 1.7071 0.7584
7 C -0.8588 2.2094 1.7990
8 C -1.3242 3.2743 2.5171
9 C 0.3892 1.4339 2.0910
10 O 1.2375 1.7690 2.8552
11 O 0.4033 0.3176 1.3507
12 C -3.3244 1.4485 -0.7128
13 O -4.4089 1.6677 -1.1816
14 O -2.5207 0.4835 -1.1244
15 H -3.8773 5.1378 2.5722
16 H -4.2489 3.6218 0.7751
17 H -0.7560 3.6627 3.3514
18 N -4.6091 -2.9568 -4.3128
19 C -3.9636 -2.1990 -3.4259
20 N -4.3420 -0.9378 -3.2345
21 N -2.9477 -2.7762 -2.7931
22 C -2.2010 -2.2743 -1.9056
23 N -1.4448 -1.9067 -1.0943
24 H -5.3975 -2.6174 -4.8345
25 H -4.2948 -3.9004 -4.4572
26 H -5.1518 -0.5592 -3.6961
27 H -3.8936 -0.3542 -2.5406
28 C 2.9180 -2.2143 0.7565
29 C 2.7352 -1.7027 2.1596
30 C 3.6510 -0.8202 2.7222
31 C 3.4693 -0.3475 4.0099
32 Cl 4.6256 0.7646 4.6802
33 C 2.3873 -0.7462 4.7755
34 C 1.4683 -1.6291 4.2311
35 C 1.6500 -2.0821 2.9390
36 O 0.7526 -3.0178 2.4219
37 C -0.2968 -2.5413 1.6913
38 C -1.3073 -1.6221 2.3823
39 O -1.4933 -1.5802 3.5577
40 O -1.9659 -0.9160 1.4471
41 H 3.9750 -2.2606 0.4966
42 H 2.4387 -1.5494 0.0314
43 H 2.4942 -3.2113 0.6387
44 H 4.5143 -0.4994 2.1524
45 H 2.2653 -0.3720 5.7823
46 H 0.6052 -1.9598 4.7916
47 H -0.8353 -3.3956 1.2738
48 H 0.0459 -1.9860 0.7736
49 C 1.4708 2.8757 -0.8725
50 C 2.0261 1.8505 -1.8207
51 C 3.1610 2.1159 -2.5680
52 C 3.6855 1.1578 -3.4235
53 C 3.0821 -0.0850 -3.5557
54 C 1.9407 -0.4001 -2.8387
55 C 1.2806 -1.7406 -2.9832
56 C 1.4294 0.5857 -1.9785
57 N 0.2873 0.3149 -1.2458
58 H 1.8770 3.8596 -1.0973
59 H 1.7454 2.6394 0.1578
60 H 0.3837 2.9339 -0.9334
61 H 3.6414 3.0815 -2.4732
62 H 4.5782 1.3816 -3.9930
63 H 3.5051 -0.8253 -4.2225
64 H 1.9375 -2.4307 -3.5090
65 H 0.3522 -1.6575 -3.5541
66 H 1.0282 -2.1795 -2.0180

=====

3.
ORCA calculation (wB97M-V/def2-TZVPD) on a molecular structure, C26H24CsF6N6O6S4 at a distorted geometry.

Summary:
Charge: -1
Multiplicity: 1
Energy relative to the best compared isomer or geometry (same formula, charge and spin), kJ/mol: 143.4
Maximum force, Eh/bohr: 0.05815
HOMO-LUMO gap, eV: 6.259

Atoms and positions in Å:
1 Cs -1.3111 -1.6003 -0.3893
2 S -4.5183 -1.0729 0.9907
3 C -4.6387 -2.3568 -0.1160
4 N -3.8498 -2.6381 -1.1224
5 C -4.2543 -3.7632 -1.8110
6 C -3.6011 -4.2941 -2.9233
7 C -4.1007 -5.4366 -3.5248
8 C -5.2484 -6.0604 -3.0353
9 C -5.9110 -5.5452 -1.9308
10 C -5.4106 -4.4014 -1.3252
11 S -5.9905 -3.5167 0.0509
12 H -2.7075 -3.8083 -3.2961
13 H -3.5904 -5.8550 -4.3834
14 H -5.6232 -6.9552 -3.5165
15 H -6.8003 -6.0291 -1.5462
16 F 2.5172 -0.8570 -4.3162
17 C 2.1854 -2.0810 -3.8865
18 F 1.1804 -2.5298 -4.6383
19 F 3.2355 -2.8809 -4.0541
20 S 1.6982 -1.9590 -2.1135
21 O 0.5022 -1.1517 -2.1310
22 O 2.8503 -1.4408 -1.4351
23 N 1.4085 -3.4929 -1.8633
24 S 1.2216 -4.0070 -0.3874
25 O 0.7183 -5.3427 -0.3936
26 O 0.5859 -3.0140 0.4469
27 C 2.9470 -4.1694 0.3121
28 F 2.9838 -5.2168 1.1428
29 F 3.2990 -3.0866 0.9983
30 F 3.8386 -4.3745 -0.6580
31 N -1.2726 3.7087 -2.6037
32 C -2.4906 2.8645 -2.6257
33 C -2.1613 1.4507 -2.1408
34 N -3.2839 0.5598 -1.9524
35 H -1.3482 4.4684 -3.2706
36 H -0.4745 3.1458 -2.8861
37 H -0.7720 4.2276 -1.1629
38 H -2.9220 2.8117 -3.6315
39 H -3.2402 3.3098 -1.9681
40 H -1.6176 1.5414 -1.1986
41 H -1.4582 0.9958 -2.8511
42 H -3.9341 0.5340 -2.7242
43 H -3.7774 0.6741 -1.0737
44 O -0.3894 4.6192 -0.2951
45 C 0.1734 3.6519 0.3680
46 N 0.8191 3.9361 1.5175
47 C 1.4874 2.7297 1.9799
48 C 0.8790 1.7167 0.9499
49 O 1.0467 0.5255 0.9938
50 N 0.1506 2.3967 0.0027
51 C 1.1381 2.3608 3.4147
52 C 0.5718 3.2896 4.2792
53 C 0.3014 2.9514 5.5989
54 C 0.5909 1.6793 6.0645
55 C 1.1541 0.7478 5.2024
56 C 1.4324 1.0852 3.8880
57 C 3.0110 2.8324 1.8287
58 C 3.7858 1.7435 1.4398
59 C 5.1675 1.8622 1.3643
60 C 5.7909 3.0592 1.6800
61 C 5.0231 4.1455 2.0747
62 C 3.6443 4.0291 2.1495
63 H 1.0894 4.8760 1.7462
64 H 0.3150 4.2787 3.9247
65 H -0.1462 3.6844 6.2583
66 H 0.3719 1.4110 7.0900
67 H 1.3727 -0.2530 5.5520
68 H 1.8578 0.3505 3.2174
69 H 3.3126 0.8078 1.1770
70 H 5.7535 1.0090 1.0479
71 H 6.8681 3.1475 1.6190
72 H 5.4966 5.0853 2.3297
73 H 3.0672 4.8861 2.4813

=====

4.
ORCA calculation (wB97M-V/def2-TZVPD) on a molecular structure, C26H24F5N4O5S4Y at a distorted geometry.

Summary:
Charge: 0
Multiplicity: 1
Energy relative to the best compared isomer or geometry (same formula, charge and spin), kJ/mol: 0.0
Maximum force, Eh/bohr: 0.02873
HOMO-LUMO gap, eV: 7.628

Atoms and positions in Å:
1 Y 0.2647 0.0721 -0.0325
2 C -0.3923 -2.8095 4.3373
3 N -1.4069 -2.5777 3.3257
4 C -2.2625 -3.5548 2.8701
5 C -3.0241 -3.0048 1.9064
6 N -2.6191 -1.6849 1.7744
7 C -1.6011 -1.4257 2.6552
8 S -0.7051 -0.0043 2.8747
9 C -3.2059 -0.7986 0.8320
10 C -4.5528 -0.9575 0.5253
11 C -5.0963 -0.1566 -0.4609
12 C -4.2892 0.7921 -1.0731
13 C -2.9795 0.8880 -0.6566
14 N -2.4210 0.1092 0.2771
15 H -0.8502 -3.3272 5.1793
16 H -0.0008 -1.8476 4.6552
17 H 0.4140 -3.4080 3.9176
18 H -2.2331 -4.5549 3.2585
19 H -3.7690 -3.4350 1.2654
20 H -5.1509 -1.6892 1.0459
21 H -6.1327 -0.2752 -0.7441
22 H -4.6529 1.4349 -1.8595
23 H -2.3095 1.6009 -1.1172
24 C 3.7108 -3.8801 5.7086
25 C 3.1496 -3.5364 4.3599
26 C 2.9447 -2.2114 3.9921
27 C 2.4607 -1.8776 2.7360
28 C 2.1770 -2.8932 1.8352
29 C 2.3776 -4.2243 2.1717
30 C 2.8548 -4.5364 3.4360
31 S 1.5686 -2.5180 0.2232
32 O 1.9843 -3.5655 -0.6683
33 O 2.1439 -1.1636 -0.0533
34 N 0.0228 -2.2783 0.3176
35 C -0.8007 -2.8566 -0.7588
36 C -1.3658 -1.7842 -1.7089
37 O -2.4412 -1.9364 -2.2530
38 O -0.5987 -0.7334 -1.8233
39 H 3.3683 -3.1833 6.4731
40 H 4.8013 -3.8366 5.6988
41 H 3.4243 -4.8863 6.0123
42 H 3.1691 -1.4177 4.6935
43 H 2.3090 -0.8384 2.4788
44 H 2.1792 -5.0023 1.4490
45 H 3.0171 -5.5732 3.7038
46 H -1.6346 -3.4208 -0.3362
47 H -0.2179 -3.5499 -1.3742
48 F 7.2473 0.9977 -0.5001
49 C 6.0234 1.1723 -0.0079
50 C 4.9237 1.1919 -0.8523
51 F 5.0823 1.0309 -2.1630
52 C 3.6674 1.3782 -0.3111
53 F 2.6253 1.3653 -1.1816
54 C 3.4228 1.5490 1.0488
55 S 1.7961 1.7399 1.6986
56 C 4.5543 1.5201 1.8590
57 F 4.4394 1.6610 3.1832
58 C 5.8319 1.3376 1.3549
59 F 6.8821 1.3197 2.1735
60 C 1.4114 4.3039 -0.8122
61 S -0.2560 3.6891 -0.9356
62 C -0.8614 4.1442 0.6796
63 O -0.1521 2.1774 -0.9294
64 H 1.3599 5.3922 -0.8173
65 H 1.9451 3.9551 -1.6927
66 H 1.8653 3.9121 0.0958
67 H -0.8764 5.2312 0.7362
68 H -0.2057 3.7122 1.4352
69 H -1.8745 3.7591 0.7735

=====

5.
ORCA calculation (wB97M-V/def2-TZVPD) on a molecular structure, C26H24F5N6O5PdS at a distorted geometry.

Summary:
Charge: -1
Multiplicity: 3
Maximum force, Eh/bohr: 0.02931
HOMO-LUMO gap (spin up / spin down), eV: 4.686 / 5.689

Atoms and positions in Å:
1 Pd 1.1328 -0.1571 0.6773
2 N -4.6827 -2.6715 4.6361
3 C -4.1054 -2.1407 3.4810
4 C -4.8650 -1.3820 2.5901
5 C -4.2938 -0.8836 1.4325
6 C -2.9628 -1.1394 1.1536
7 C -2.1966 -1.8971 2.0282
8 C -2.7667 -2.4011 3.1811
9 S -2.2085 -0.4126 -0.2881
10 O -3.1282 0.5504 -0.8313
11 O -1.7702 -1.4545 -1.1691
12 N -0.8597 0.3331 0.2947
13 C -0.9798 1.1211 1.3798
14 N -2.1277 1.6681 1.7979
15 C -2.0486 2.4959 2.8268
16 C -0.8549 2.8068 3.4629
17 C 0.2736 2.1439 3.0178
18 N 0.2147 1.2849 2.0140
19 H -5.4836 -2.1725 4.9849
20 H -4.0203 -2.9077 5.3562
21 H -5.9049 -1.1756 2.8184
22 H -4.8541 -0.2712 0.7374
23 H -1.1592 -2.1164 1.8163
24 H -2.1633 -2.9991 3.8546
25 H -2.9906 2.9301 3.1467
26 H -0.8057 3.5065 4.2838
27 H 1.2459 2.2895 3.4689
28 O 1.3054 -0.5596 -2.6119
29 C 1.1638 -1.5983 -1.9241
30 N 1.2689 -1.6043 -0.5434
31 C 1.0141 -2.8332 0.0130
32 O 0.9147 -2.9228 1.2712
33 C 0.8455 -3.7431 -1.0777
34 C 0.6032 -5.1188 -1.1279
35 C 0.4624 -5.7171 -2.3598
36 C 0.5408 -4.9585 -3.5522
37 C 0.7706 -3.5993 -3.5208
38 C 0.9401 -2.9762 -2.2852
39 H 0.5314 -5.6895 -0.2093
40 H 0.2876 -6.7847 -2.4275
41 H 0.4074 -5.4610 -4.5034
42 H 0.8105 -3.0131 -4.4313
43 O 1.8917 2.1809 0.0527
44 C 1.3897 2.6316 -0.9895
45 C 1.1930 4.1264 -1.1645
46 C 2.2119 4.7310 -2.1524
47 C 2.6392 3.7720 -3.2675
48 C 1.4920 3.1839 -4.0891
49 C 0.4685 2.3842 -3.2479
50 N 1.0149 1.8611 -2.0163
51 H 1.2963 4.5870 -0.1839
52 H 0.1734 4.3025 -1.5118
53 H 3.1100 5.0108 -1.5979
54 H 1.7943 5.6439 -2.5853
55 H 3.2066 2.9558 -2.8161
56 H 3.3209 4.2950 -3.9432
57 H 1.9268 2.5263 -4.8444
58 H 0.9677 3.9891 -4.6120
59 H 0.0968 1.5344 -3.8161
60 H -0.3976 3.0140 -3.0292
61 H 1.1668 0.8390 -1.9689
62 F 3.8754 0.3115 0.4796
63 C 3.0322 -0.4760 1.2010
64 F 3.5331 -1.7192 1.0642
65 C 3.2366 -0.1052 2.6840
66 F 2.2296 -0.5974 3.4328
67 F 3.2587 1.2288 2.8490
68 F 4.3708 -0.5802 3.2107

=====

6.
ORCA calculation (wB97M-V/def2-TZVPD) on a molecular structure, C26H24F6N6O2Ru.

Summary:
Charge: +1
Multiplicity: 2
Energy relative to the best compared isomer or geometry (same formula, charge and spin), kJ/mol: 70.3
Maximum force, Eh/bohr: 0.01699
HOMO-LUMO gap (spin up / spin down), eV: 6.475 / 5.961

Atoms and positions in Å:
1 Ru -0.3701 0.4678 -1.0303
2 C 4.4799 -2.3931 -1.2356
3 C 4.3911 -1.5589 -2.3438
4 C 3.4594 -0.5386 -2.3713
5 C 2.5944 -0.3663 -1.2869
6 C 2.6580 -1.2252 -0.1932
7 C 3.6149 -2.2235 -0.1633
8 N 1.6296 0.6534 -1.2753
9 C 1.9998 1.9430 -1.5818
10 C 3.3206 2.4201 -1.6697
11 C 3.5443 3.7462 -1.9700
12 C 2.4882 4.6365 -2.1860
13 C 1.1794 4.2022 -2.0810
14 C 0.9519 2.8703 -1.7737
15 N -0.3242 2.2982 -1.6050
16 N -1.3590 2.9946 -1.8360
17 C -2.5236 2.2622 -1.5973
18 C -3.7594 2.8651 -1.7956
19 C -4.8977 2.1266 -1.5417
20 C -4.7714 0.8174 -1.0870
21 C -3.5098 0.2832 -0.9163
22 N -2.3996 0.9823 -1.1788
23 H 5.2140 -3.1871 -1.2159
24 H 5.0478 -1.7086 -3.1899
25 H 3.3742 0.1056 -3.2369
26 H 1.9543 -1.0977 0.6178
27 H 3.6721 -2.8864 0.6891
28 H 4.1473 1.7516 -1.4804
29 H 4.5613 4.1094 -2.0297
30 H 2.6960 5.6705 -2.4223
31 H 0.3431 4.8696 -2.2282
32 H -3.7930 3.8889 -2.1374
33 H -5.8753 2.5639 -1.6903
34 H -5.6398 0.2132 -0.8680
35 H -3.3531 -0.7245 -0.5607
36 C -2.3292 -3.0996 -1.1359
37 C -0.8331 -2.8175 -0.9412
38 O -0.5401 -1.5110 -0.7232
39 C -0.3623 -3.6253 0.2943
40 F -0.7770 -4.8961 0.2734
41 F 0.9648 -3.6394 0.4513
42 F -0.8777 -3.0610 1.4108
43 C -0.0884 -3.2820 -2.2172
44 F 1.2199 -3.0228 -2.1792
45 F -0.2394 -4.5919 -2.4509
46 F -0.5870 -2.6212 -3.2799
47 H -2.8573 -2.8983 -0.2041
48 H -2.5147 -4.1343 -1.4195
49 H -2.7054 -2.4496 -1.9235
50 N -0.3098 0.9664 0.8512
51 C -0.5628 0.6009 1.9247
52 N -0.8204 0.2610 3.1428
53 C -0.0447 -0.7852 3.8356
54 C 0.2957 -0.2787 5.2276
55 O -0.8755 0.1178 5.9128
56 C -1.5179 1.1961 5.2665
57 C -1.9828 0.7866 3.8772
58 H 0.8499 -1.0064 3.2562
59 H -0.6583 -1.6861 3.8943
60 H 0.9970 0.5631 5.1618
61 H 0.7541 -1.0739 5.8123
62 H -0.8377 2.0547 5.1954
63 H -2.3730 1.4740 5.8799
64 H -2.3983 1.6311 3.3299
65 H -2.7342 -0.0032 3.9490